No. 1
{
  "formula": "C38H107N13O11",
  "method": "the ωB97M-V functional and the def2-TZVPD basis",
  "charge": 1,
  "de_lowest_kcal_mol": 12.8,
  "homo_lumo_gap_ha": [0.2707, 0.0932],
  "spin_multiplicity": 2,
  "e_tot_ev": -83018.707,
  "s_squared": 0.755,
  "species": ["C", "O", "N", "N", "H", "H", "H", "H", "C", "O", "N", "N", "H", "H", "H", "H", "C", "C", "C", "O", "C", "N", "H", "H", "H", "H", "H", "H", "H", "H", "H", "H", "H", "C", "C", "C", "O", "C", "N", "H", "H", "H", "H", "H", "H", "H", "H", "H", "H", "H", "C", "C", "C", "O", "C", "N", "H", "H", "H", "H", "H", "H", "H", "H", "H", "H", "H", "C", "C", "C", "O", "C", "N", "H", "H", "H", "H", "H", "H", "H", "H", "H", "H", "H", "C", "C", "C", "O", "C", "N", "H", "H", "H", "H", "H", "H", "H", "H", "H", "H", "H", "C", "C", "C", "O", "C", "N", "H", "H", "H", "H", "H", "H", "H", "H", "H", "H", "H", "C", "C", "C", "O", "C", "N", "H", "H", "H", "H", "H", "H", "H", "H", "H", "H", "H", "C", "C", "C", "O", "C", "N", "H", "H", "H", "H", "H", "H", "H", "H", "H", "H", "H", "C", "C", "C", "O", "C", "N", "H", "H", "H", "H", "H", "H", "H", "H", "H", "H", "H"],
  "positions_angstrom": [[5.40590, 3.80705, 4.80212], [5.31546, 4.76737, 5.57856], [4.47501, 2.88429, 4.78912], [6.42844, 3.50387, 3.99582], [3.74699, 3.01259, 5.47733], [4.36709, 2.10527, 4.15542], [6.21514, 2.66515, 3.47510], [7.33283, 3.94463, 3.90685], [8.58172, 5.96561, 3.71175], [8.92956, 4.89054, 4.12444], [7.40066, 6.48115, 3.87767], [9.30165, 6.77023, 3.02883], [7.08206, 7.32811, 3.42905], [6.82503, 5.97345, 4.53416], [10.21328, 6.39048, 2.81714], [8.88593, 7.64453, 2.74095], [5.81205, -0.45653, 5.19190], [4.78688, -0.41831, 6.32840], [4.66237, -1.84505, 6.97856], [3.26178, -2.09358, 6.90459], [3.00399, -3.50425, 6.66043], [5.36348, 0.56292, 7.27269], [6.66662, -1.09591, 5.41324], [6.12345, 0.52017, 4.82151], [5.22248, -0.91889, 4.40023], [3.84993, 0.06454, 6.05075], [5.09125, -1.82654, 7.98047], [5.35181, -2.54720, 6.50979], [1.97874, -3.57404, 7.02386], [3.63909, -4.09856, 7.31736], [3.02641, -3.62339, 5.57720], [6.34644, 0.39124, 7.42893], [5.24221, 1.54586, 7.07466], [3.39213, 3.00594, 11.38779], [2.33573, 3.83763, 10.65941], [2.49713, 5.36175, 10.87589], [1.35656, 5.99084, 10.30442], [1.26605, 7.28532, 10.91764], [2.55716, 3.59613, 9.25503], [4.42779, 3.00971, 11.04797], [3.01033, 1.98553, 11.42091], [3.48523, 3.27554, 12.43981], [1.34544, 3.49918, 10.96417], [3.48856, 5.71368, 10.59075], [2.57923, 5.40678, 11.96186], [1.21553, 7.20699, 12.00365], [0.46342, 7.94333, 10.58464], [2.13749, 7.92743, 10.78960], [2.31182, 4.29677, 8.57019], [3.55824, 3.50902, 9.15327], [11.22891, 0.71157, 10.69377], [12.58666, 0.60761, 9.90960], [13.02773, 1.94351, 9.13132], [12.00975, 2.75915, 8.59054], [11.53517, 2.27892, 7.35069], [13.58792, 0.03115, 10.75742], [11.32783, 1.56110, 11.36950], [10.95624, -0.23450, 11.16142], [10.36900, 1.03209, 10.10561], [12.31245, -0.07986, 9.10942], [13.71753, 1.68034, 8.32943], [13.56823, 2.58172, 9.83036], [10.72105, 2.94011, 7.05380], [11.20509, 1.24570, 7.45839], [12.32231, 2.29441, 6.59685], [14.34431, -0.29971, 10.17562], [13.29998, -0.89748, 11.03098], [3.54486, 9.03375, 7.55142], [4.18718, 7.73904, 7.64839], [5.28947, 7.60703, 8.77663], [6.28551, 8.65227, 8.77123], [6.93148, 8.91619, 10.01225], [3.13660, 6.73822, 7.79568], [2.95609, 9.21744, 6.65270], [4.15181, 9.93222, 7.66308], [2.74621, 9.04284, 8.29317], [4.67290, 7.51398, 6.69890], [5.85296, 6.67399, 8.78176], [4.75175, 7.66416, 9.72304], [7.71013, 9.63637, 9.76098], [7.35343, 8.02092, 10.46891], [6.20618, 9.40143, 10.66539], [2.63008, 6.75723, 8.66928], [2.38505, 6.84040, 7.12872], [8.35581, 5.13918, 7.65399], [7.89644, 3.94604, 8.49127], [7.77990, 4.20328, 10.04560], [8.93592, 5.06203, 10.43959], [10.17627, 4.38145, 10.77165], [6.62148, 3.63963, 7.96809], [8.84882, 4.88729, 6.71506], [9.19323, 5.58397, 8.19157], [7.69126, 5.99202, 7.51566], [8.54075, 3.07409, 8.37865], [7.64337, 3.28719, 10.62026], [6.94037, 4.88548, 10.17932], [10.42840, 3.70600, 9.95416], [9.95858, 3.81195, 11.67519], [11.05711, 4.98934, 10.97826], [5.94295, 4.37498, 8.10577], [6.61445, 3.58047, 6.95985], [9.09810, 9.27388, 7.00349], [10.22254, 9.74966, 7.86608], [10.56529, 8.68029, 8.91387], [11.66381, 9.08986, 9.69255], [11.90812, 8.28134, 10.88005], [11.40808, 9.99431, 7.02500], [9.46448, 8.53301, 6.29287], [8.55442, 10.11724, 6.57774], [8.32017, 8.72936, 7.53867], [10.04434, 10.70534, 8.35904], [10.59065, 7.64919, 8.56133], [9.73509, 8.78267, 9.61272], [11.21310, 7.45358, 11.02099], [11.91339, 8.97149, 11.72371], [12.89025, 7.81096, 10.83238], [11.61701, 9.08299, 6.64298], [12.08020, 10.06793, 7.77529], [10.26760, 2.01589, 14.64782], [9.50047, 0.76001, 15.05716], [8.72625, 0.07147, 13.86431], [7.58359, 0.80454, 13.52368], [6.67737, 0.18366, 12.57165], [10.43146, -0.12628, 15.73005], [10.63103, 2.53542, 15.53445], [9.53683, 2.74747, 14.30304], [11.16390, 1.87836, 14.04298], [8.77221, 1.03579, 15.81984], [8.46226, -0.97088, 14.04297], [9.36803, 0.10270, 12.98383], [5.69722, 0.66035, 12.58483], [6.46423, -0.73421, 13.11954], [7.08564, 0.06700, 11.56776], [10.00976, -1.01859, 15.51543], [11.32465, -0.14991, 15.25914], [14.81587, 7.39736, 16.06214], [14.48761, 6.41560, 14.99816], [13.58999, 6.92380, 13.86984], [13.55123, 6.03430, 12.76920], [13.02977, 4.67275, 12.99266], [15.78732, 5.96175, 14.42257], [13.98568, 8.01957, 16.39640], [15.64938, 8.06536, 15.84506], [15.20150, 6.81733, 16.90056], [14.04481, 5.58246, 15.54396], [13.97790, 7.90402, 13.59269], [12.58339, 7.04840, 14.26900], [12.80963, 4.04431, 12.12969], [12.08193, 4.62018, 13.52831], [13.76314, 4.01986, 13.46596], [16.35612, 6.70897, 14.05078], [15.83447, 5.25081, 13.70672], [11.55583, 5.66659, 6.04210], [12.84596, 6.40771, 6.37745], [13.96793, 5.35685, 6.59563], [14.44687, 4.69197, 5.42322], [15.48158, 3.68798, 5.60376], [13.19513, 7.30650, 5.26668], [10.79080, 6.27504, 5.55978], [11.20874, 5.26651, 6.99476], [11.77678, 4.82340, 5.38764], [12.66456, 6.91297, 7.32609], [13.67735, 4.61288, 7.33736], [14.85841, 5.75988, 7.07802], [15.56914, 3.13152, 4.67060], [15.20272, 2.96602, 6.37129], [16.39408, 4.27352, 5.71588], [12.55726, 7.18372, 4.49328], [14.12451, 6.96275, 5.07126]],
  "lowdin_charge": [-0.72, 0.00, 0.16, 0.20, 0.12, 0.11, 0.10, 0.06, -0.82, 0.02, 0.19, 0.19, 0.13, 0.08, 0.13, 0.13, -0.02, -0.30, -0.17, -0.18, -0.04, 0.32, 0.10, 0.07, 0.11, 0.15, 0.13, 0.12, 0.10, 0.10, 0.10, 0.14, 0.09, -0.07, -0.41, -0.23, -0.17, -0.11, 0.03, 0.07, 0.08, 0.08, 0.14, 0.12, 0.12, 0.09, 0.09, 0.07, 0.05, 0.04, -0.05, -0.42, -0.17, -0.23, -0.10, 0.03, 0.06, 0.07, 0.06, 0.11, 0.11, 0.12, 0.08, 0.08, 0.09, 0.08, 0.07, -0.08, -0.43, -0.14, -0.22, -0.09, 0.05, 0.09, 0.09, 0.08, 0.13, 0.09, 0.11, 0.08, 0.09, 0.09, 0.03, 0.08, -0.04, -0.41, -0.10, -0.23, -0.07, 0.04, 0.06, 0.06, 0.08, 0.12, 0.12, 0.11, 0.06, 0.08, 0.07, 0.06, 0.04, -0.06, -0.43, -0.22, -0.19, -0.06, 0.06, 0.07, 0.09, 0.05, 0.14, 0.12, 0.10, 0.07, 0.09, 0.08, 0.03, 0.06, -0.07, -0.42, -0.20, -0.21, -0.07, 0.04, 0.08, 0.07, 0.07, 0.14, 0.11, 0.10, 0.08, 0.08, 0.08, 0.06, 0.07, -0.08, -0.44, -0.21, -0.20, -0.07, 0.04, 0.08, 0.08, 0.08, 0.13, 0.13, 0.12, 0.06, 0.08, 0.08, 0.07, 0.06, -0.07, -0.40, -0.19, -0.22, -0.06, 0.06, 0.06, 0.06, 0.08, 0.12, 0.11, 0.12, 0.08, 0.07, 0.09, 0.06, 0.06]
}

---

No. 2
{
  "formula": "C38H108N6O20",
  "method": "the ωB97M-V functional and the def2-TZVPD basis",
  "charge": 0,
  "de_lowest_kcal_mol": 0.0,
  "homo_lumo_gap_ha": 0.3423,
  "e_tot_ev": -91042.363,
  "species": ["C", "C", "C", "O", "C", "N", "H", "H", "H", "H", "H", "H", "H", "H", "H", "H", "H", "C", "C", "C", "O", "C", "N", "H", "H", "H", "H", "H", "H", "H", "H", "H", "H", "H", "C", "C", "C", "O", "C", "N", "H", "H", "H", "H", "H", "H", "H", "H", "H", "H", "H", "C", "C", "C", "O", "C", "N", "H", "H", "H", "H", "H", "H", "H", "H", "H", "H", "H", "C", "C", "C", "O", "C", "N", "H", "H", "H", "H", "H", "H", "H", "H", "H", "H", "H", "C", "C", "C", "O", "C", "N", "H", "H", "H", "H", "H", "H", "H", "H", "H", "H", "H", "C", "C", "O", "O", "H", "H", "H", "H", "H", "H", "C", "C", "O", "O", "H", "H", "H", "H", "H", "H", "C", "C", "O", "O", "H", "H", "H", "H", "H", "H", "C", "C", "O", "O", "H", "H", "H", "H", "H", "H", "C", "C", "O", "O", "H", "H", "H", "H", "H", "H", "C", "C", "O", "O", "H", "H", "H", "H", "H", "H", "C", "C", "O", "O", "H", "H", "H", "H", "H", "H"],
  "positions_angstrom": [[-2.97117, -5.20618, -1.57419], [-2.36075, -5.56738, -0.19617], [-0.87467, -5.73099, -0.30940], [-0.32118, -6.09259, 0.93312], [1.10291, -6.00971, 0.92524], [-2.85039, -4.65503, 0.82018], [-2.66900, -5.77040, -2.45127], [-2.82002, -4.11819, -1.75385], [-4.06347, -5.28542, -1.47697], [-2.73150, -6.53862, 0.14255], [-0.45077, -4.79654, -0.65980], [-0.59385, -6.48780, -1.08381], [1.38208, -5.05527, 0.49825], [1.52189, -6.81803, 0.32327], [1.43034, -6.09352, 1.97875], [-2.25318, -4.74590, 1.62211], [-2.74507, -3.72332, 0.45038], [1.79820, -3.99080, -2.07113], [1.86777, -3.40810, -3.46869], [2.72128, -4.20663, -4.40579], [4.04048, -4.18015, -3.97971], [4.86669, -5.01954, -4.77313], [0.52128, -3.29173, -4.01102], [1.25155, -4.95464, -2.11243], [1.30238, -3.29156, -1.39333], [2.80401, -4.12135, -1.60562], [2.38682, -2.45446, -3.28425], [2.68340, -3.78280, -5.41680], [2.35387, -5.24682, -4.50255], [4.36242, -5.96644, -5.03872], [5.71597, -5.26891, -4.14305], [5.14419, -4.53699, -5.72373], [-0.13957, -2.92924, -3.27195], [0.56132, -2.60877, -4.76605], [-5.40286, 3.78434, -0.33230], [-3.88731, 3.72693, -0.17954], [-3.34142, 2.85496, 0.93946], [-3.95915, 3.37574, 2.17698], [-3.16241, 3.00026, 3.32697], [-3.26134, 3.26481, -1.36486], [-5.71417, 2.84667, -0.76448], [-5.70793, 4.61936, -0.96488], [-5.89332, 3.88224, 0.64649], [-3.51062, 4.73359, -0.01318], [-2.23349, 2.91239, 0.99641], [-3.63117, 1.80446, 0.87611], [-2.90051, 1.95375, 3.19779], [-3.81907, 3.09728, 4.18426], [-2.26236, 3.62730, 3.43168], [-3.48023, 3.95083, -2.13059], [-2.27295, 3.44043, -1.27581], [0.61389, 2.56022, 2.18008], [0.89857, 3.95758, 2.68933], [1.08794, 3.93853, 4.18645], [2.09858, 3.03097, 4.43583], [2.45234, 2.90019, 5.77793], [2.18088, 4.41096, 2.05517], [-0.27136, 2.18469, 2.67248], [1.46880, 1.97739, 2.57835], [0.34417, 2.39318, 1.13285], [0.08861, 4.65471, 2.44858], [0.21027, 3.64169, 4.79189], [1.39474, 4.95014, 4.58371], [1.60890, 2.51519, 6.31916], [2.74305, 3.85171, 6.27804], [3.26405, 2.19199, 5.70643], [2.85066, 3.93782, 2.64297], [2.27948, 5.38846, 2.33121], [-0.21545, 6.17904, -0.00591], [-0.41600, 5.48231, -1.32041], [0.58861, 5.94816, -2.34283], [0.42809, 5.34688, -3.60783], [-0.84933, 5.58301, -4.24515], [-0.32100, 4.02131, -1.14417], [-0.38138, 7.26060, -0.00177], [0.80464, 6.02578, 0.29576], [-0.95291, 5.79643, 0.74840], [-1.41223, 5.67967, -1.71055], [1.62782, 5.73346, -2.03695], [0.48443, 7.05794, -2.51290], [-1.15987, 6.63316, -4.10215], [-1.64144, 4.88270, -3.96073], [-0.62993, 5.42869, -5.31945], [-0.12429, 3.55450, -2.01756], [0.43369, 3.84555, -0.49392], [0.76453, 0.19543, -1.25179], [0.10637, -0.94381, -0.45102], [-0.48146, -0.40568, 0.82340], [-1.25263, -1.34873, 1.53541], [-0.52006, -2.33449, 2.26535], [-0.92435, -1.60467, -1.25871], [-0.01830, 0.90880, -1.53501], [1.18728, -0.24814, -2.12749], [1.47693, 0.76048, -0.69122], [0.78082, -1.74237, -0.23809], [-1.18180, 0.37255, 0.52029], [0.29722, -0.08282, 1.53867], [0.38593, -1.81172, 2.65251], [-0.10474, -3.09296, 1.60661], [-1.12822, -2.73626, 3.07728], [-1.42404, -2.27347, -0.67594], [-1.52771, -0.82108, -1.51299], [-3.33581, 0.39119, -3.58453], [-2.21924, 1.05628, -4.29597], [-2.45039, 2.46328, -4.55327], [-3.41811, 0.62041, -2.23706], [-3.22626, -0.72228, -3.72465], [-4.27353, 0.68300, -4.03681], [-1.96576, 0.57650, -5.25137], [-1.32345, 1.09384, -3.68064], [-3.16038, 2.51855, -5.18558], [-3.44895, 1.63195, -2.05023], [-5.00217, -1.02000, 0.62691], [-4.67553, -1.24657, 2.11419], [-3.59837, -0.37733, 2.48067], [-3.77528, -1.15825, -0.08681], [-5.37590, 0.00166, 0.53066], [-5.81696, -1.68048, 0.35248], [-4.35475, -2.32181, 2.21334], [-5.46837, -1.12449, 2.85024], [-2.80681, -0.64240, 1.92488], [-3.65409, -0.57965, -0.84070], [3.47756, -3.21823, 2.18916], [3.73706, -2.44782, 0.89021], [4.78346, -1.47318, 1.12922], [3.09960, -2.30990, 3.24132], [4.41094, -3.77551, 2.41939], [2.66754, -3.92344, 2.07169], [2.89511, -1.87207, 0.49259], [4.02396, -3.18359, 0.12208], [4.75076, -0.86478, 0.40580], [3.69561, -1.55316, 3.29492], [1.07655, 2.28144, -4.83701], [1.41498, 3.26001, -5.97455], [2.32425, 4.30464, -5.48489], [2.21403, 1.59466, -4.38814], [0.29041, 1.60819, -5.19466], [0.66712, 2.91202, -4.05489], [0.49256, 3.76413, -6.26112], [1.87346, 2.84868, -6.88163], [1.79314, 4.77440, -4.82353], [3.00868, 2.01138, -4.77665], [0.23256, -4.04533, 7.05962], [1.07198, -3.09495, 6.28853], [1.20260, -3.65170, 4.96835], [0.87080, -5.28457, 7.27463], [-0.70901, -4.23857, 6.49874], [0.05085, -3.62346, 8.04305], [2.06667, -3.07654, 6.73544], [0.63929, -2.09109, 6.32030], [1.91048, -3.19654, 4.51067], [1.07733, -5.62204, 6.40692], [4.36992, -0.79032, -3.15072], [5.65618, -0.02693, -3.43653], [5.46351, 1.01195, -4.39766], [3.62143, -0.07332, -2.13666], [4.65038, -1.81803, -2.81651], [3.83118, -0.78504, -4.09114], [6.49112, -0.69036, -3.65315], [5.88796, 0.53608, -2.54168], [6.26673, 1.48387, -4.61093], [3.23910, 0.68359, -2.61889], [-0.73425, 1.01710, 5.21119], [-1.18946, -0.33180, 4.72772], [-2.52112, -0.62607, 5.30446], [-0.70852, 1.00850, 6.63433], [-1.36672, 1.80509, 4.78496], [0.32829, 1.31243, 5.01688], [-0.55022, -1.11090, 5.10155], [-1.29856, -0.33437, 3.64294], [-3.20508, -0.44934, 4.60933], [-1.53892, 0.54411, 6.88866]],
  "lowdin_charge": [-0.04, -0.44, -0.24, -0.18, -0.09, 0.08, 0.07, 0.07, 0.08, 0.14, 0.09, 0.14, 0.05, 0.09, 0.10, 0.06, 0.04, -0.06, -0.46, -0.25, -0.20, -0.10, 0.05, 0.08, 0.05, 0.08, 0.11, 0.13, 0.13, 0.09, 0.09, 0.09, 0.07, 0.07, -0.03, -0.45, -0.14, -0.19, -0.09, 0.03, 0.07, 0.08, 0.08, 0.13, 0.11, 0.11, 0.05, 0.09, 0.08, 0.12, 0.03, -0.07, -0.41, -0.24, -0.24, -0.09, 0.05, 0.05, 0.10, 0.05, 0.12, 0.12, 0.14, 0.07, 0.10, 0.10, 0.06, 0.07, -0.05, -0.44, -0.20, -0.25, -0.06, 0.07, 0.09, 0.06, 0.09, 0.12, 0.15, 0.14, 0.10, 0.07, 0.09, 0.06, 0.07, -0.03, -0.41, -0.19, -0.26, -0.06, 0.09, 0.07, 0.06, 0.07, 0.09, 0.13, 0.12, 0.09, 0.08, 0.11, 0.05, 0.05, -0.29, -0.23, -0.08, -0.12, 0.15, 0.12, 0.12, 0.10, 0.08, 0.08, -0.21, -0.20, -0.13, -0.08, 0.11, 0.11, 0.12, 0.12, 0.06, 0.03, -0.19, -0.21, -0.06, -0.09, 0.13, 0.09, 0.11, 0.11, 0.06, 0.10, -0.24, -0.19, -0.09, -0.07, 0.11, 0.09, 0.10, 0.13, 0.04, 0.09, -0.27, -0.24, -0.08, -0.06, 0.13, 0.12, 0.13, 0.10, 0.03, 0.07, -0.22, -0.24, -0.07, -0.10, 0.12, 0.11, 0.12, 0.11, 0.08, 0.06, -0.25, -0.19, -0.09, -0.08, 0.09, 0.11, 0.09, 0.09, 0.08, 0.09]
}